Entry 1:
Molecular formula: C19H42Cl34N2O3P
Method: DFT, ωB97M-V/def2-TZVPD

The geometry in ORCA input format:
```
! RIJCOSX wB97M-V def2-TZVPD def2/J DEFGRID3
* xyz -1 1
C 2.24955 1.11835 -8.71076
C 1.64266 1.99025 -7.62367
N 0.62003 2.85271 -8.17990
N -0.49671 3.12090 -7.28397
P -1.60531 1.99505 -7.23863
O -2.98696 2.43029 -7.15059
O -1.36368 0.98854 -5.94599
O -1.43152 0.96287 -8.49371
H 2.18700 1.63306 -9.65835
H 1.69493 0.19527 -8.78000
H 3.29247 0.89858 -8.52694
H 2.43366 2.57599 -7.16865
H 1.23697 1.37400 -6.82396
H 0.32579 2.51636 -9.08592
H -0.51142 0.54329 -6.08061
H -0.77472 0.28707 -8.29306
C 5.17498 3.06886 -5.04045
Cl 4.57242 2.00277 -6.31282
Cl 3.94847 3.26609 -3.78502
H 6.07702 2.65203 -4.61247
H 5.37459 4.04590 -5.46438
C -0.43984 -1.29183 -3.86282
Cl 0.17026 -2.32807 -2.56772
Cl 0.78247 -0.97782 -5.09421
H -1.30197 -1.74784 -4.33237
H -0.70795 -0.34995 -3.42147
C 1.14105 -3.35347 1.26792
Cl 1.03350 -4.50921 -0.06790
Cl 0.15240 -1.91523 0.97958
H 0.79224 -3.83950 2.16823
H 2.17338 -3.04563 1.38199
C 1.86550 -7.31536 2.20325
Cl 2.26750 -6.00485 3.32710
Cl 3.16886 -7.62037 1.05264
H 1.68937 -8.21808 2.77300
H 0.97507 -7.03316 1.65763
C 2.92803 0.87665 0.20961
Cl 3.53554 -0.06747 1.58472
Cl 4.14559 1.07284 -1.05439
H 2.07607 0.35631 -0.21322
H 2.63642 1.85522 0.56916
C -0.77177 3.35618 -2.59817
Cl 0.50684 4.43522 -3.12535
Cl -0.15759 2.16859 -1.42263
H -1.53654 3.94165 -2.10522
H -1.17548 2.83814 -3.46663
C -2.51256 -4.06437 1.54070
Cl -1.91222 -5.64484 2.08370
Cl -3.79153 -3.47301 2.60469
H -1.69267 -3.35966 1.54766
H -2.91122 -4.17160 0.53965
C 6.07554 4.69320 -1.15103
Cl 6.84099 5.71479 0.08114
Cl 7.13389 4.47088 -2.54926
H 5.85701 3.72531 -0.71807
H 5.16503 5.17289 -1.48915
C -0.99747 -8.23983 -0.61850
Cl -0.44444 -9.28487 0.70452
Cl 0.24938 -8.00783 -1.84405
H -1.86060 -8.70271 -1.07880
H -1.25779 -7.27434 -0.19979
C 2.48129 7.32148 -4.74662
Cl 2.97234 6.45018 -3.28666
Cl 3.76282 7.33953 -5.96385
H 1.61193 6.82503 -5.16324
H 2.24663 8.34302 -4.47754
C 2.09922 8.28917 0.34600
Cl 0.69283 7.70231 1.24378
Cl 3.42606 7.12788 0.34536
H 1.80346 8.46728 -0.68056
H 2.44528 9.20415 0.80882
C -0.08591 -0.95043 4.80440
Cl 1.31690 -0.17389 4.06714
Cl -0.32960 -2.60359 4.20589
H 0.06741 -0.99224 5.87427
H -0.96773 -0.36590 4.57075
C -7.65670 -3.41532 3.72685
Cl -6.56956 -2.05069 4.01023
Cl -7.66955 -3.92096 2.03248
H -7.32444 -4.24623 4.33477
H -8.65863 -3.11729 4.00640
C -4.27222 -8.27113 3.76947
Cl -3.85204 -6.98826 4.91046
Cl -2.96328 -8.63711 2.63521
H -4.49350 -9.16826 4.33286
H -5.13818 -7.95508 3.20161
C -7.23359 -3.08617 7.86381
Cl -8.47759 -2.17935 6.99592
Cl -6.95223 -4.68592 7.16409
H -6.30885 -2.52539 7.81818
H -7.55455 -3.21333 8.88932
C 0.24105 2.44642 7.38954
Cl 0.56347 0.71680 7.62948
Cl 1.19920 3.12877 6.07533
H -0.80849 2.56868 7.15256
H 0.48592 2.96139 8.31091
C -0.49499 5.31388 10.27039
Cl -0.17924 3.58740 10.50858
Cl 0.43665 5.96988 8.92225
H -1.54842 5.44228 10.05836
H -0.22005 5.83975 11.17521
*
```

Values from the calculation:
Max |F|, eV/Å: 1.8
HOMO-LUMO gap, eV: 4.72
Highest occupied orbital energy, eV: -3.440

These are the Mulliken partial charges, in e, on atoms 1 to 8: C -1.220; C 0.581; N -0.283; N -0.641; P 0.682; O -0.724; O -0.403; O -0.555

Entry 2:
Molecular formula: C12H29Cl2FN3O2OsPS2
Method: DFT, ωB97M-V/def2-TZVPD

The geometry in ORCA input format:
```
! RIJCOSX wB97M-V def2-TZVPD def2/J DEFGRID3
* xyz 2 5
Os -0.74483 -0.14173 -0.26872
F -0.33348 0.01993 1.52764
Cl -1.46655 -2.89119 -0.13250
C -1.68282 -2.80820 -1.88307
Cl -1.38202 -1.11404 -2.45750
H -2.69889 -3.06672 -2.13652
H -0.95884 -3.44472 -2.36812
C -1.31869 2.75459 0.66516
N -2.74743 2.69951 0.36146
C -3.38110 3.99126 0.02194
C -3.37496 1.53483 0.18502
N -2.70461 0.37871 -0.03420
N -4.71565 1.50298 0.19723
C -5.44482 0.41656 -0.46188
C -5.50089 2.28428 1.17172
H -1.03688 3.79124 0.81822
H -0.71126 2.39590 -0.17719
H -1.07279 2.19832 1.56313
H -2.69597 4.55192 -0.61245
H -3.59078 4.58321 0.91132
H -4.29977 3.82982 -0.52906
H -3.34176 -0.39758 -0.02475
H -5.56935 -0.45533 0.18729
H -4.95139 0.12678 -1.38672
H -6.43526 0.77950 -0.71781
H -4.85181 2.88030 1.80431
H -6.05317 1.59390 1.81086
H -6.21393 2.93547 0.66880
C 1.99471 -3.72720 -1.02433
C 2.78905 -3.09423 0.09439
C 1.99443 -2.79420 1.34173
O 3.46397 -1.82947 -0.32167
P 3.16384 -0.69284 -1.32179
S 2.95373 -1.18214 -3.24547
S 1.42595 0.37065 -1.04676
O 4.32182 0.30225 -1.18817
C 5.12960 0.77812 0.00005
C 6.23177 -0.21937 0.25992
C 4.24242 1.05497 1.19046
H 1.56441 -4.65867 -0.65451
H 2.61653 -3.95834 -1.88822
H 1.18519 -3.06542 -1.34302
H 3.62586 -3.73502 0.34319
H 1.19762 -2.08203 1.13865
H 2.63367 -2.38012 2.12340
H 1.55707 -3.72083 1.71988
H 5.54110 1.70181 -0.38281
H 5.83259 -1.15157 0.66613
H 6.92580 0.20613 0.98582
H 6.78634 -0.43569 -0.65452
H 3.78465 0.13587 1.56772
H 3.46072 1.77432 0.94964
H 4.85689 1.47352 1.98671
*
```

Values from the calculation:
Max |F|, eV/Å: 0.7
HOMO-LUMO gap (spin up / spin down), eV: 8.52 / 6.42
ΔE to the lowest compared entry with this formula, charge and spin, eV: 0.778
⟨S²⟩: 6.017
Highest occupied orbital energy (spin up / spin down), eV: -14.944 / -15.154

These are the Mulliken partial charges, in e, on atoms 1 to 8: Os 0.797; F -0.436; Cl -0.045; C -0.382; Cl -0.065; H 0.390; H 0.403; C -1.338

Entry 3:
Molecular formula: C3H4N2O
Method: DFT, ωB97M-V/def2-TZVPD

The geometry in ORCA input format:
```
! RIJCOSX wB97M-V def2-TZVPD def2/J DEFGRID3
* xyz 0 1
C 0.77735 0.60601 -0.00366
C -0.20864 -0.85427 -1.48937
C -0.02068 0.53884 1.22581
N 0.52306 0.08394 -1.16096
N -0.81538 -0.58239 1.35940
O -1.51366 0.62091 1.17269
H 1.75185 1.14894 0.13190
H -0.34762 -1.06627 -2.55006
H -0.47554 -1.55335 -0.67725
H 0.32927 1.05765 1.99150
*
```

Values from the calculation:
Max |F|, eV/Å: 4.6
HOMO-LUMO gap (spin up / spin down), eV: 7.79 / 8.74
ΔE to the lowest compared entry with this formula, charge and spin, eV: 6.600
Highest occupied orbital energy (spin up / spin down), eV: -8.011 / -9.570

These are the Mulliken partial charges, in e, on atoms 1 to 8: C -0.211; C -0.372; C 0.238; N -0.374; N -0.463; O -0.233; H 0.312; H 0.276

Entry 4:
Molecular formula: C20H32IrN5O5S3
Method: DFT, ωB97M-V/def2-TZVPD

The geometry in ORCA input format:
```
! RIJCOSX wB97M-V def2-TZVPD def2/J DEFGRID3
* xyz 1 2
Ir -0.20242 -0.57075 -0.50711
C -0.19870 -1.78544 4.14188
C 0.14104 -0.75005 3.10030
O -0.67981 0.08416 2.76276
C 1.53112 -0.74169 2.62774
C 2.08836 -0.12680 1.54900
C 3.57237 0.10979 1.51992
N 1.37092 0.28357 0.44180
N 1.99069 1.23165 -0.26534
C 1.36125 1.51580 -1.39922
O 0.30567 0.86836 -1.76382
C 1.87270 2.57579 -2.27033
C 2.98153 3.33054 -1.88564
C 3.45250 4.33005 -2.71797
C 2.82234 4.57901 -3.93060
C 1.71931 3.82768 -4.31575
C 1.24235 2.82604 -3.48912
H -1.27763 -1.85098 4.25333
H 0.23734 -1.48180 5.09693
H 0.22080 -2.76183 3.89424
H 2.23750 -1.17278 3.32829
H 4.04257 -0.37135 2.37358
H 3.78321 1.17779 1.55729
H 4.00705 -0.26514 0.59296
H 3.46172 3.12737 -0.93896
H 4.31135 4.91729 -2.42274
H 3.19348 5.36158 -4.57910
H 1.23355 4.02292 -5.26205
H 0.38825 2.23119 -3.78191
C -4.11392 1.56224 1.49873
C -3.57152 2.09402 0.17569
C -4.70469 2.25936 -0.83053
C -2.84695 3.42517 0.37823
N -2.69871 1.05481 -0.41668
N -1.52325 0.80192 0.35030
H -4.87351 2.24038 1.88743
H -3.33650 1.48335 2.26349
H -4.56231 0.57893 1.35299
H -5.42202 2.99633 -0.47065
H -5.22007 1.31105 -0.98064
H -4.32555 2.60529 -1.79532
H -3.54457 4.17514 0.75169
H -2.43194 3.79455 -0.56278
H -2.04341 3.35894 1.11730
H -2.38822 1.35012 -1.33723
H -1.79369 0.40589 1.24999
H -1.01640 1.66491 0.56517
C -1.87116 -4.04858 -1.22843
S -2.18585 -2.46465 -0.53733
O -3.53229 -2.41536 -0.09243
O -1.78032 -1.44962 -1.56623
O -1.14498 -2.23049 0.54445
H -2.54347 -4.16301 -2.07652
H -2.09643 -4.79666 -0.47099
H -0.83450 -4.09433 -1.55505
S 1.30296 -1.98109 -1.69030
C 1.91201 -3.17457 -0.65838
N 1.48838 -3.47474 0.55319
C 2.03083 -4.69048 1.15515
C 3.36841 -4.93530 0.46516
S 3.20301 -4.19853 -1.19224
H 0.61306 -3.06371 0.87365
H 1.33684 -5.51856 0.99262
H 2.16030 -4.54921 2.22695
H 3.59107 -5.99405 0.36759
H 4.18895 -4.44149 0.98158
*
```

Values from the calculation:
Max |F|, eV/Å: 0.4
HOMO-LUMO gap (spin up / spin down), eV: 8.11 / 7.10
ΔE to the lowest compared entry with this formula, charge and spin, eV: 0.316
⟨S²⟩: 0.779
Highest occupied orbital energy (spin up / spin down), eV: -10.732 / -11.744

These are the Mulliken partial charges, in e, on atoms 1 to 8: Ir 1.972; C -1.470; C 0.782; O -0.621; C -0.705; C 0.548; C -1.506; N 0.741

Number 1: calculated total energy -464561.26234 eV. Number 2: calculated total energy -82653.83421 eV. Number 3: calculated total energy -8197.28555 eV. Number 4: calculated total energy -74287.21749 eV.